The following is a DFT calculation (the ωB97M-V functional and the def2-TZVPD basis) of a 13-piece molecular cluster, C52H78O32 overall in a non-equilibrium geometry.

Positions of all 162 atoms, in Å:
O: -1.373 5.079 0.053
C: -0.144 4.885 0.141
O: 0.498 4.114 -0.717
C: 1.916 4.163 -0.458
C: 2.022 4.552 1.005
C: 0.750 5.340 1.212
H: 2.435 4.791 -1.183
H: 2.448 3.228 -0.638
H: 2.854 5.222 1.220
H: 2.118 3.668 1.637
H: 1.062 6.374 1.062
H: 0.359 5.118 2.205
O: 3.086 -4.978 -3.531
C: 2.085 -4.334 -3.966
O: 1.779 -4.215 -5.253
C: 0.590 -3.386 -5.452
C: 0.533 -2.505 -4.159
C: 1.135 -3.478 -3.191
H: -0.315 -3.987 -5.544
H: 0.719 -2.662 -6.257
H: -0.485 -2.164 -3.969
H: 1.230 -1.672 -4.256
H: 0.444 -4.114 -2.637
H: 1.775 -2.995 -2.453
O: -2.230 -3.623 -2.359
C: -3.231 -2.909 -2.288
O: -3.932 -2.844 -1.114
C: -4.928 -1.795 -1.131
C: -5.057 -1.403 -2.607
C: -3.782 -1.906 -3.290
H: -4.623 -0.943 -0.525
H: -5.940 -2.060 -0.824
H: -5.220 -0.337 -2.766
H: -5.978 -1.893 -2.923
H: -2.991 -1.155 -3.282
H: -3.855 -2.407 -4.255
O: 0.248 4.814 -5.497
C: 0.936 3.869 -5.079
O: 1.033 2.784 -5.830
C: 1.776 1.750 -5.131
C: 1.954 2.293 -3.694
C: 1.722 3.789 -3.843
H: 2.698 1.743 -5.713
H: 1.314 0.763 -5.156
H: 2.941 2.011 -3.328
H: 1.159 1.915 -3.051
H: 2.654 4.327 -4.017
H: 1.132 4.303 -3.085
O: -4.697 1.584 -1.064
C: -4.932 2.186 -0.059
O: -6.193 2.195 0.488
C: -6.306 3.043 1.633
C: -5.025 3.873 1.519
C: -3.982 3.052 0.724
H: -6.387 2.470 2.557
H: -7.192 3.676 1.597
H: -4.596 3.980 2.516
H: -5.243 4.822 1.029
H: -3.266 2.541 1.366
H: -3.507 3.759 0.044
O: -0.843 2.292 7.601
C: -0.729 2.032 6.405
O: -1.173 0.848 5.875
C: -0.864 0.757 4.418
C: -0.531 2.230 4.117
C: -0.008 2.855 5.375
H: -1.737 0.494 3.822
H: -0.070 0.031 4.248
H: -1.468 2.762 3.952
H: 0.063 2.346 3.210
H: -0.231 3.909 5.540
H: 1.057 2.642 5.460
O: -2.404 -0.447 1.548
C: -1.426 -0.348 0.816
O: -0.126 -0.111 1.195
C: 0.798 -0.178 0.082
C: -0.098 0.273 -0.995
C: -1.417 -0.436 -0.700
H: 1.186 -1.185 -0.071
H: 1.638 0.504 0.212
H: 0.323 0.039 -1.973
H: -0.189 1.358 -0.955
H: -1.363 -1.495 -0.952
H: -2.286 0.100 -1.082
C: 5.805 -3.785 0.013
C: 4.498 -4.262 -0.568
C: 3.932 -5.637 -0.090
O: 2.595 -5.361 0.374
C: 2.383 -3.998 0.284
O: 1.303 -3.454 0.555
O: 3.506 -3.387 -0.167
H: 5.729 -3.700 1.097
H: 6.029 -2.768 -0.310
H: 6.670 -4.388 -0.264
H: 4.500 -4.225 -1.657
H: 4.611 -5.998 0.683
H: 4.026 -6.332 -0.925
C: 1.221 -3.086 4.177
C: -0.122 -2.736 3.566
C: -0.864 -3.848 2.789
O: -2.159 -3.860 3.395
C: -2.189 -3.012 4.472
O: -3.098 -3.015 5.351
O: -1.036 -2.362 4.586
H: 1.566 -2.277 4.821
H: 1.982 -3.336 3.438
H: 1.102 -3.938 4.846
H: -0.014 -1.865 2.919
H: -0.257 -4.736 2.964
H: -0.966 -3.519 1.755
C: -2.057 3.166 -3.060
C: -2.668 2.079 -3.895
C: -2.721 2.449 -5.422
O: -2.271 1.260 -5.991
C: -1.667 0.496 -5.152
O: -1.178 -0.606 -5.437
O: -1.824 0.969 -3.908
H: -2.581 4.118 -2.978
H: -1.013 3.305 -3.341
H: -2.015 2.792 -2.037
H: -3.611 1.698 -3.502
H: -2.112 3.320 -5.667
H: -3.745 2.686 -5.710
C: 4.448 -0.420 1.826
C: 4.364 -1.028 3.212
C: 5.350 -0.504 4.248
O: 4.495 -0.041 5.278
C: 3.235 -0.158 4.988
O: 2.274 0.056 5.730
O: 3.095 -0.643 3.737
H: 5.252 -0.879 1.250
H: 4.611 0.658 1.839
H: 3.551 -0.554 1.222
H: 4.551 -2.102 3.214
H: 5.908 0.344 3.851
H: 5.935 -1.336 4.640
C: 4.416 -1.646 -5.265
C: 4.808 -1.857 -3.795
C: 6.056 -1.090 -3.390
O: 5.544 -0.034 -2.556
C: 4.333 -0.338 -2.191
O: 3.726 0.195 -1.288
O: 3.842 -1.365 -2.911
H: 4.263 -0.591 -5.487
H: 3.561 -2.275 -5.512
H: 5.169 -2.144 -5.877
H: 4.937 -2.918 -3.580
H: 6.487 -0.692 -4.309
H: 6.752 -1.728 -2.847
C: -6.108 -0.338 5.929
C: -4.720 0.250 5.611
C: -4.466 0.628 4.129
O: -3.920 1.966 4.173
C: -4.144 2.490 5.351
O: -3.865 3.622 5.678
O: -4.646 1.527 6.230
H: -6.985 0.144 5.496
H: -6.203 -0.431 7.010
H: -6.112 -1.377 5.599
H: -3.947 -0.428 5.973
H: -5.439 0.629 3.639
H: -3.788 -0.019 3.572

Properties
LUMO energy ... -0.2 eV
Highest occupied orbital energy ... -9.2 eV
Gap between HOMO and LUMO ... 9.02 eV
ΔE to the lowest compared entry with this formula, charge and spin ... 0.773 eV
Energy ... -4436.04628 hartree



The following is a DFT calculation (the ωB97M-V functional and the def2-TZVPD basis) of a 13-piece molecular cluster, C52H78O39 overall in a non-equilibrium geometry.

Positions of all 169 atoms, in Å:
C: -7.745 8.836 -18.169
C: -6.301 9.206 -18.037
C: -6.095 10.539 -17.311
O: -4.941 10.291 -16.498
C: -4.733 9.040 -16.373
O: -3.929 8.505 -15.599
O: -5.562 8.385 -17.140
H: -7.801 7.794 -18.482
H: -8.285 9.312 -18.988
H: -8.338 8.902 -17.256
H: -5.911 9.170 -19.055
H: -6.898 10.859 -16.646
H: -5.969 11.347 -18.031
C: -2.749 4.933 -16.551
C: -3.703 4.450 -17.685
C: -5.005 3.903 -17.358
O: -5.875 4.573 -18.210
C: -5.293 5.457 -18.930
O: -5.816 5.942 -19.913
O: -4.041 5.521 -18.563
H: -3.097 5.766 -15.940
H: -1.822 5.347 -16.949
H: -2.435 4.150 -15.862
H: -3.128 3.696 -18.222
H: -5.232 4.109 -16.312
H: -5.008 2.837 -17.585
C: -4.911 3.380 -26.308
C: -6.168 4.117 -26.510
C: -7.409 3.213 -26.536
O: -8.287 3.885 -25.700
C: -7.648 4.839 -25.044
O: -8.111 5.569 -24.148
O: -6.397 5.009 -25.512
H: -4.935 2.829 -25.367
H: -4.017 3.995 -26.414
H: -4.793 2.601 -27.061
H: -6.132 4.640 -27.465
H: -7.117 2.191 -26.294
H: -7.803 3.140 -27.550
C: -14.905 4.501 -18.870
C: -14.296 3.184 -19.330
C: -15.215 2.186 -20.062
O: -14.441 1.643 -21.077
C: -13.347 2.471 -21.263
O: -12.539 2.299 -22.179
O: -13.297 3.413 -20.282
H: -15.614 4.280 -18.072
H: -15.375 5.131 -19.625
H: -14.102 5.089 -18.425
H: -13.870 2.685 -18.460
H: -16.169 2.620 -20.363
H: -15.520 1.404 -19.366
C: -13.119 5.593 -23.037
C: -12.398 5.688 -24.412
C: -11.646 4.405 -24.821
O: -12.133 4.169 -26.110
C: -13.253 4.940 -26.353
O: -14.005 4.823 -27.336
O: -13.396 5.804 -25.377
H: -12.453 5.488 -22.180
H: -13.860 4.795 -22.995
H: -13.699 6.501 -22.870
H: -11.715 6.532 -24.501
H: -11.902 3.517 -24.244
H: -10.568 4.537 -24.725
C: -5.887 1.742 -20.744
C: -4.486 1.660 -21.328
C: -3.977 3.012 -21.753
O: -2.677 3.096 -21.185
C: -2.539 2.171 -20.211
O: -1.594 2.097 -19.443
O: -3.655 1.351 -20.208
H: -5.927 2.626 -20.107
H: -6.156 0.827 -20.216
H: -6.704 1.798 -21.464
H: -4.248 0.868 -22.038
H: -4.539 3.877 -21.400
H: -3.892 3.088 -22.837
C: -10.595 8.041 -22.142
C: -10.371 9.545 -22.356
C: -10.412 10.088 -23.767
O: -11.353 11.100 -23.620
C: -11.869 11.186 -22.368
O: -12.782 11.954 -22.042
O: -11.351 10.252 -21.623
H: -10.002 7.388 -22.783
H: -11.612 7.796 -22.447
H: -10.646 7.720 -21.102
H: -9.459 9.954 -21.921
H: -10.735 9.281 -24.425
H: -9.398 10.444 -23.951
C: -9.355 4.148 -21.425
C: -10.117 4.291 -20.150
C: -9.299 4.627 -18.901
O: -9.891 5.692 -18.276
C: -10.888 6.166 -19.004
O: -11.711 6.986 -18.582
O: -10.907 5.484 -20.188
H: -10.015 4.284 -22.282
H: -8.800 3.213 -21.348
H: -8.647 4.977 -21.441
H: -10.807 3.450 -20.083
H: -8.256 4.777 -19.181
H: -9.489 3.790 -18.230
C: -12.078 -2.523 -20.011
C: -12.435 -1.098 -19.617
C: -12.700 -0.895 -18.130
O: -12.048 0.319 -17.858
C: -11.124 0.541 -18.814
O: -10.323 1.486 -18.772
O: -11.300 -0.252 -19.819
H: -12.824 -3.276 -19.755
H: -11.219 -2.884 -19.445
H: -11.829 -2.588 -21.070
H: -13.285 -0.765 -20.212
H: -12.264 -1.688 -17.523
H: -13.772 -0.787 -17.960
C: -11.523 10.179 -18.148
C: -11.131 11.601 -17.623
C: -11.085 12.708 -18.734
O: -11.789 13.768 -18.114
C: -12.412 13.311 -16.908
O: -13.196 14.027 -16.248
O: -12.108 12.059 -16.661
H: -12.568 10.045 -18.429
H: -11.315 9.521 -17.305
H: -10.920 9.897 -19.011
H: -10.151 11.527 -17.151
H: -11.526 12.364 -19.670
H: -10.023 12.852 -18.936
C: -14.471 8.319 -20.311
C: -14.832 9.850 -20.116
C: -16.035 10.225 -20.850
O: -16.944 10.657 -19.834
C: -16.435 10.473 -18.596
O: -17.050 10.785 -17.567
O: -15.134 10.082 -18.748
H: -15.276 7.632 -20.052
H: -13.601 7.939 -19.776
H: -14.117 8.152 -21.328
H: -14.021 10.473 -20.491
H: -16.383 9.387 -21.454
H: -15.671 11.051 -21.462
C: -13.878 7.641 -16.432
C: -14.418 8.145 -15.062
C: -14.411 9.628 -14.727
O: -15.577 9.791 -13.974
C: -16.424 8.772 -14.216
O: -17.650 8.762 -14.020
O: -15.774 7.772 -14.874
H: -14.431 8.075 -17.265
H: -14.061 6.568 -16.495
H: -12.806 7.836 -16.429
H: -13.904 7.541 -14.313
H: -14.414 10.262 -15.614
H: -13.511 9.992 -14.231
C: -11.629 3.695 -16.324
C: -12.832 3.065 -15.620
C: -12.620 2.949 -14.094
O: -13.852 3.469 -13.595
C: -14.546 4.078 -14.500
O: -15.630 4.587 -14.226
O: -13.859 4.047 -15.642
H: -11.336 4.664 -15.920
H: -11.894 3.910 -17.359
H: -10.690 3.143 -16.387
H: -13.140 2.091 -16.001
H: -11.708 3.433 -13.743
H: -12.491 1.899 -13.832

Properties
LUMO energy ... -0.3 eV
Highest occupied orbital energy ... -9.8 eV
Gap between HOMO and LUMO ... 9.51 eV
ΔE to the lowest compared entry with this formula, charge and spin ... 6.099 eV
Energy ... -4962.66986 hartree



The following is a DFT calculation (the ωB97M-V functional and the def2-TZVPD basis) of a 10-piece molecular cluster, C52H80N4O16 overall in a non-equilibrium geometry.

Positions of all 152 atoms, in Å:
C: -3.039 -3.598 -1.537
O: -1.982 -4.479 -1.792
C: -1.611 -5.267 -0.725
C: -0.058 -5.446 -0.504
C: 0.064 -6.732 0.321
N: 0.560 -4.307 0.200
H: -3.991 -4.015 -1.307
H: -3.212 -2.995 -2.442
H: -2.876 -2.938 -0.704
H: -1.998 -4.861 0.247
H: -2.074 -6.309 -0.922
H: 0.340 -5.576 -1.493
H: -0.420 -7.613 -0.140
H: -0.478 -6.667 1.286
H: 1.143 -6.919 0.575
H: 0.143 -4.147 1.162
H: 0.271 -3.467 -0.292
C: -1.906 -0.510 -5.858
O: -1.216 -1.368 -5.046
C: -1.410 -2.777 -5.222
C: -0.429 -3.505 -4.282
C: 0.986 -3.013 -4.568
N: -0.481 -4.931 -4.395
H: -3.015 -0.536 -5.685
H: -1.842 -0.734 -6.943
H: -1.548 0.515 -5.680
H: -2.471 -3.039 -4.926
H: -1.217 -3.101 -6.265
H: -0.709 -3.284 -3.308
H: 1.294 -2.026 -4.154
H: 1.147 -2.959 -5.661
H: 1.723 -3.813 -4.277
H: -0.466 -5.332 -5.335
H: -1.066 -5.423 -3.732
C: 1.074 1.252 -4.056
O: 1.958 1.141 -2.955
C: 2.770 2.257 -2.709
C: 2.614 2.629 -1.238
C: 3.520 3.846 -0.990
N: 3.033 1.585 -0.303
H: 0.492 2.218 -4.018
H: 0.511 0.308 -4.130
H: 1.659 1.317 -4.929
H: 3.805 2.123 -2.695
H: 2.588 3.041 -3.484
H: 1.537 2.779 -1.041
H: 4.486 3.679 -1.404
H: 3.634 4.055 0.114
H: 3.089 4.751 -1.415
H: 4.053 1.337 -0.389
H: 2.535 0.730 -0.523
C: -2.603 5.057 0.326
O: -1.967 4.980 -0.959
C: -0.724 5.729 -0.927
C: -0.037 5.581 -2.316
C: -1.080 6.047 -3.380
N: 0.465 4.289 -2.603
H: -3.052 6.046 0.414
H: -1.965 4.779 1.206
H: -3.462 4.429 0.271
H: -0.961 6.798 -0.709
H: -0.115 5.352 -0.052
H: 0.794 6.235 -2.288
H: -2.020 5.533 -3.346
H: -0.564 5.903 -4.371
H: -1.267 7.106 -3.251
H: -0.261 3.608 -2.677
H: 0.978 4.321 -3.454
O: -1.033 1.381 6.237
C: -1.425 0.870 5.037
C: -1.980 1.754 4.104
C: -2.428 1.200 2.967
C: -2.255 -0.147 2.692
O: -2.724 -0.675 1.519
C: -1.697 -1.043 3.649
C: -1.315 -0.477 4.874
H: -1.020 0.662 6.892
H: -2.161 2.805 4.289
H: -2.916 1.871 2.280
H: -2.245 -0.294 0.807
H: -1.483 -2.074 3.212
H: -0.831 -0.971 5.728
O: -6.248 1.694 -3.236
C: -6.363 0.837 -2.191
C: -7.418 -0.028 -1.948
C: -7.305 -0.919 -0.887
C: -6.184 -0.966 -0.040
O: -6.144 -1.975 0.921
C: -5.205 0.008 -0.229
C: -5.230 0.831 -1.342
H: -7.099 1.756 -3.570
H: -8.281 -0.119 -2.588
H: -8.105 -1.601 -0.690
H: -5.441 -1.711 1.518
H: -4.267 -0.090 0.486
H: -4.445 1.499 -1.607
O: 3.001 -3.244 7.483
C: 2.719 -2.411 6.390
C: 1.835 -2.940 5.374
C: 1.633 -2.150 4.251
C: 2.101 -0.877 4.150
O: 1.702 -0.172 3.049
C: 2.956 -0.379 5.175
C: 3.275 -1.140 6.316
H: 2.243 -3.426 8.074
H: 1.625 -4.013 5.440
H: 0.995 -2.552 3.495
H: 2.086 0.757 2.967
H: 3.314 0.658 5.030
H: 3.831 -0.726 7.119
O: -0.276 6.259 4.781
C: 0.500 5.281 4.235
C: 0.882 4.153 4.947
C: 1.770 3.226 4.363
C: 2.157 3.419 3.044
O: 2.970 2.358 2.565
C: 1.712 4.488 2.288
C: 0.902 5.450 2.895
H: -1.019 5.826 5.261
H: 0.609 3.954 5.971
H: 2.026 2.292 4.814
H: 2.996 2.249 1.579
H: 2.241 4.627 1.380
H: 0.571 6.402 2.477
O: -2.219 2.408 -2.118
C: -1.603 1.417 -1.368
C: -1.047 1.718 -0.157
C: -0.210 0.814 0.502
C: 0.090 -0.410 -0.107
O: 1.021 -1.301 0.328
C: -0.636 -0.782 -1.240
C: -1.410 0.137 -1.914
H: -2.142 3.233 -1.628
H: -1.170 2.686 0.399
H: 0.407 1.122 1.312
H: 1.414 -0.994 1.189
H: -0.655 -1.753 -1.653
H: -1.814 -0.108 -2.896
O: 3.414 -5.114 -0.240
C: 4.451 -4.356 -0.030
C: 4.410 -2.921 -0.287
C: 5.542 -2.147 -0.041
C: 6.680 -2.814 0.552
O: 7.693 -1.945 1.090
C: 6.780 -4.199 0.682
C: 5.615 -4.981 0.405
H: 2.607 -4.553 -0.093
H: 3.468 -2.468 -0.568
H: 5.624 -1.105 -0.261
H: 8.503 -2.062 0.536
H: 7.768 -4.610 0.983
H: 5.635 -6.025 0.510

Properties
LUMO energy ... 0.4 eV
Highest occupied orbital energy ... -7.6 eV
Gap between HOMO and LUMO ... 7.96 eV
ΔE to the lowest compared entry with this formula, charge and spin ... 0.487 eV
SMILES ... COC[C@H](C)N.COC[C@H](C)N.COC[C@H](C)N.COC[C@H](C)N.Oc1ccc(O)cc1.Oc1ccc(O)cc1.Oc1ccc(O)cc1.Oc1ccc(O)cc1.Oc1ccc(O)cc1.Oc1ccc(O)cc1
Energy ... -3452.12368 hartree



LUMO energy of number 1 (C52H78O32)? -0.2 eV



ΔE to the lowest compared entry with this formula, charge and spin of number 1 (C52H78O32)? 0.773 eV